No. 1
{"formula": "C4H6N2O", "method": "wB97M-V/def2-TZVPD", "elements": ["C", "C", "N", "C", "C", "O", "N", "H", "H", "H", "H", "H", "H"], "positions_angstrom": [[1.77724, -0.24670, 0.26347], [0.83456, 0.57485, -0.78231], [0.11292, -0.12199, -1.69460], [-1.12096, -0.29579, -1.16479], [-1.16353, 0.25144, 0.11489], [-1.97345, 0.14223, 1.18483], [-0.03646, 0.93317, 0.24162], [1.84191, -1.21403, -0.21015], [1.34241, -0.46907, 1.27982], [2.71200, 0.26030, 0.44016], [-1.91788, -0.84061, -1.65402], [-2.69550, -0.45402, 0.96436], [0.28674, 1.48022, 1.01673]], "lowdin_charge": [-0.02, -0.30, 0.06, -0.10, -0.38, 0.10, 0.07, 0.06, 0.09, 0.05, 0.10, 0.12, 0.16], "fmax_ha_per_bohr": 0.0401, "homo_ev": [-7.87, -7.87], "relative_energy_kcal_mol": 81.7, "lumo_energy_ev": [0.5, 0.5], "total_energy_ha": -340.6647, "total_charge": 0}

=====

No. 2
{"formula": "C4H6N2O", "method": "wB97M-V/def2-TZVPD", "elements": ["N", "C", "C", "O", "N", "C", "C", "H", "H", "H", "H", "H", "H"], "positions_angstrom": [[1.51503, -0.55010, 0.41529], [0.27538, -0.31002, -0.14679], [-0.51109, 0.71224, 0.60712], [-0.27481, 0.66921, 1.94962], [-1.31907, 1.54014, 0.09265], [-0.96372, -0.42539, -2.16515], [-0.18174, -1.06762, -1.21675], [2.04555, 0.26239, 0.70716], [2.08542, -1.21739, -0.08854], [0.26489, -0.11086, 2.15428], [-1.77964, 2.06251, 0.84100], [-1.60814, 0.35601, -1.73453], [0.38831, -1.97229, -1.46024]], "lowdin_charge": [0.11, -0.26, -0.44, 0.06, 0.16, 0.11, -0.22, 0.12, 0.11, 0.10, 0.08, -0.01, 0.09], "fmax_ha_per_bohr": 0.0121, "homo_ev": [-8.17, -7.51], "relative_energy_kcal_mol": 107.3, "lumo_energy_ev": [-0.4, -0.4], "total_energy_ha": -340.6239, "total_charge": 0}

=====

No. 3
{"formula": "C4H6N2O", "method": "wB97M-V/def2-TZVPD", "elements": ["C", "C", "C", "N", "C", "N", "O", "H", "H", "H", "H", "H", "H"], "positions_angstrom": [[-1.90916, -0.95695, -0.02060], [-0.44537, -0.60968, 0.02204], [0.70976, -1.35514, 0.03591], [1.83097, -0.56245, -0.00500], [1.37271, 0.66724, -0.02041], [0.00859, 0.69328, -0.01114], [-0.77740, 1.82471, -0.08831], [-2.01023, -2.04664, -0.13725], [-2.40848, -0.48510, -0.86990], [-2.41834, -0.67685, 0.91179], [0.78600, -2.43559, 0.02928], [1.92499, 1.58768, -0.04620], [-0.89935, 2.07014, 0.83010]], "lowdin_charge": [-0.03, -0.26, -0.13, 0.05, -0.16, -0.13, 0.07, 0.08, 0.08, 0.08, 0.10, 0.12, 0.12], "fmax_ha_per_bohr": 0.0163, "homo_ev": -8.69, "relative_energy_kcal_mol": 52.6, "lumo_energy_ev": 0.6, "total_energy_ha": -340.7111, "total_charge": 0}

=====

No. 4
{"formula": "C4H6N2O", "method": "wB97M-V/def2-TZVPD", "elements": ["C", "C", "N", "C", "N", "C", "O", "H", "H", "H", "H", "H", "H"], "positions_angstrom": [[-1.49813, 0.47479, -0.44321], [-0.62620, -0.01991, 0.65591], [0.75887, -0.03710, 0.43955], [1.40480, 1.04124, 0.03698], [1.91407, 2.04203, -0.25016], [1.62424, -1.38135, -0.11873], [1.09724, -2.40947, -0.17190], [-1.37080, 1.59469, -0.70165], [-1.38339, -0.20468, -1.35470], [-2.50421, 0.22514, -0.03749], [-0.83714, 0.65634, 1.54442], [-1.19266, -1.02733, 0.99512], [2.61331, -0.95440, -0.59413]], "lowdin_charge": [-0.13, -0.33, -0.06, -0.38, 0.15, -0.13, 0.13, 0.11, 0.10, 0.08, 0.13, 0.17, 0.17], "fmax_ha_per_bohr": 0.1088, "homo_ev": -9.70, "relative_energy_kcal_mol": 65.0, "lumo_energy_ev": 0.5, "total_energy_ha": -340.6913, "total_charge": 0}

=====

No. 5
{"formula": "C4H6N2O", "method": "wB97M-V/def2-TZVPD", "elements": ["H", "N", "C", "C", "N", "C", "C", "O", "H", "H", "H", "H", "H"], "positions_angstrom": [[0.66171, -2.92129, -0.61882], [0.62615, -1.94450, -0.34117], [-0.52646, -1.45007, -0.54453], [-0.78366, -0.03930, -0.18126], [-2.09124, 0.45430, -0.29246], [0.25027, 0.65032, 0.23322], [1.41039, 1.22585, 0.31774], [2.28268, 1.11881, 1.35708], [-1.39531, -2.00752, -0.91695], [-2.79321, -0.20966, 0.00286], [-2.19666, 1.33509, 0.19752], [1.62812, 1.96603, -0.44701], [2.92723, 1.82193, 1.23378]], "lowdin_charge": [0.05, 0.11, -0.19, -0.35, 0.08, 0.02, -0.21, 0.02, 0.11, 0.08, 0.09, 0.12, 0.09], "fmax_ha_per_bohr": 0.0126, "homo_ev": -8.24, "relative_energy_kcal_mol": 75.2, "lumo_energy_ev": 0.6, "total_energy_ha": -340.6751, "total_charge": 0}

=====

No. 6
{"formula": "C4H6N2O", "method": "wB97M-V/def2-TZVPD", "elements": ["C", "C", "C", "C", "N", "N", "O", "H", "H", "H", "H", "H", "H"], "positions_angstrom": [[-0.86559, -1.00846, -0.94724], [-0.23127, -0.68258, 1.43390], [-0.27733, 1.27538, -0.96663], [1.11021, -0.69519, 2.05941], [-0.55993, -0.96998, 0.29770], [-0.76145, 0.22730, -1.63368], [-0.36152, 2.44604, -1.65722], [-1.35648, -1.80459, -1.56948], [1.71849, -1.61897, 1.93314], [1.78287, -0.03139, 1.52076], [1.08737, -0.44889, 3.15684], [-1.17367, 0.22438, -2.70508], [-0.11169, 3.08695, -0.92243]], "lowdin_charge": [-0.19, -0.10, -0.19, -0.11, 0.01, -0.04, -0.05, 0.13, 0.08, 0.07, 0.07, 0.21, 0.11], "fmax_ha_per_bohr": 0.0726, "homo_ev": -7.20, "relative_energy_kcal_mol": 122.0, "lumo_energy_ev": 0.9, "total_energy_ha": -340.6005, "total_charge": 0}

=====

No. 7
{"formula": "C4H6N2O", "method": "wB97M-V/def2-TZVPD", "elements": ["O", "C", "C", "C", "C", "N", "N", "H", "H", "H", "H", "H", "H"], "positions_angstrom": [[-2.53318, 0.48978, -0.46018], [-1.61693, -0.56493, -0.20046], [-0.14889, -0.17612, 0.01758], [0.97061, -0.95896, -0.24303], [2.03227, -0.02933, -0.02774], [1.49223, 1.15743, 0.31985], [0.06442, 1.09609, 0.29775], [-2.43649, 1.22049, 0.11390], [-1.86218, -1.05122, 0.89066], [-1.75929, -1.16136, -0.88116], [0.98085, -1.82018, -0.55919], [3.04354, -0.32001, 0.00224], [1.77303, 2.11831, 0.72978]], "lowdin_charge": [-0.04, -0.17, -0.31, 0.01, -0.08, -0.02, 0.08, 0.05, 0.17, 0.02, 0.01, 0.09, 0.19], "fmax_ha_per_bohr": 0.2351, "homo_ev": -9.28, "relative_energy_kcal_mol": 81.1, "lumo_energy_ev": 1.0, "total_energy_ha": -340.6657, "total_charge": 0}

=====

No. 8
{"formula": "C4H6N2O", "method": "wB97M-V/def2-TZVPD", "elements": ["H", "N", "C", "O", "C", "C", "C", "N", "H", "H", "H", "H", "H"], "positions_angstrom": [[-2.13551, 1.59570, -1.19708], [-1.49391, 0.83805, -0.98038], [-1.72244, 0.37989, 0.17202], [-1.02417, -0.62876, 0.72710], [0.12507, -1.09288, 0.02244], [1.37254, -0.31586, 0.46803], [1.69099, 0.86861, -0.33754], [1.99679, 1.78804, -0.96835], [-2.48699, 0.70915, 0.87879], [-0.03218, -1.02113, -1.05599], [0.23183, -2.13975, 0.31376], [1.22936, -0.00795, 1.50963], [2.24861, -0.97310, 0.44756]], "lowdin_charge": [0.06, 0.13, -0.31, -0.07, -0.19, -0.14, -0.23, 0.14, 0.13, 0.12, 0.13, 0.13, 0.12], "fmax_ha_per_bohr": 0.0218, "homo_ev": -10.40, "relative_energy_kcal_mol": 33.1, "lumo_energy_ev": 0.8, "total_energy_ha": -340.7422, "total_charge": 0}

=====

No. 9
{"formula": "C4H6N2O", "method": "wB97M-V/def2-TZVPD", "elements": ["C", "C", "C", "O", "N", "C", "N", "H", "H", "H", "H", "H", "H"], "positions_angstrom": [[-1.39264, 0.76265, 0.63909], [0.10792, 0.26631, 0.53550], [1.06730, 0.18914, 1.41342], [2.07336, -0.47854, 0.89888], [1.79701, -1.07097, -0.27985], [0.65894, -0.37120, -0.69514], [0.23953, -0.35220, -2.04476], [-2.01541, -0.33383, 0.66199], [-1.72807, 1.18060, -0.57533], [-1.85667, 1.26508, 1.43370], [1.23547, 0.73246, 2.39814], [0.61476, -1.41519, -2.18041], [-0.80151, -0.37432, -2.20524]], "lowdin_charge": [-0.05, -0.24, -0.14, -0.08, 0.08, -0.33, 0.08, 0.12, 0.14, 0.01, 0.16, 0.16, 0.09], "fmax_ha_per_bohr": 0.1399, "homo_ev": -9.07, "relative_energy_kcal_mol": 108.5, "lumo_energy_ev": 0.7, "total_energy_ha": -340.6219, "total_charge": 0}

=====

No. 10
{"formula": "C4H6N2O", "method": "wB97M-V/def2-TZVPD", "elements": ["H", "N", "C", "O", "C", "C", "C", "N", "H", "H", "H", "H", "H"], "positions_angstrom": [[-1.97369, 1.61994, 0.77260], [-1.29772, 0.86227, 0.71925], [-1.50994, 0.16371, -0.31314], [-0.74724, -0.87408, -0.68686], [0.37762, -1.22935, 0.10898], [1.37060, -0.09001, 0.39680], [1.48180, 0.86220, -0.70964], [1.54861, 1.62995, -1.57162], [-2.31008, 0.29453, -1.04582], [0.86618, -2.01170, -0.47542], [0.04092, -1.65323, 1.06156], [1.05477, 0.46696, 1.28009], [2.35695, -0.52674, 0.58677]], "lowdin_charge": [0.06, 0.13, -0.31, -0.07, -0.18, -0.17, -0.23, 0.15, 0.14, 0.13, 0.13, 0.10, 0.12], "fmax_ha_per_bohr": 0.0215, "homo_ev": -10.60, "relative_energy_kcal_mol": 32.0, "lumo_energy_ev": 0.8, "total_energy_ha": -340.7439, "total_charge": 0}

=====

No. 11
{"formula": "C4H6N2O", "method": "wB97M-V/def2-TZVPD", "elements": ["C", "C", "C", "O", "C", "N", "N", "H", "H", "H", "H", "H", "H"], "positions_angstrom": [[0.29831, -0.73528, 1.28226], [-0.88342, -0.15863, 1.23663], [-1.50570, -0.17606, -0.14417], [-0.48475, -0.10907, -1.15632], [0.71487, 0.54471, -0.80968], [1.68030, -0.46202, -0.39521], [1.32082, -1.20648, 0.74719], [-1.18281, 0.57865, 1.97075], [-2.09752, -1.07017, -0.37457], [-2.16933, 0.69418, -0.23999], [1.12266, 1.03966, -1.69347], [0.51700, 1.29993, -0.02972], [2.66956, -0.23941, -0.39372]], "lowdin_charge": [-0.11, -0.09, -0.18, -0.12, -0.25, -0.03, 0.06, 0.10, 0.12, 0.12, 0.13, 0.13, 0.12], "fmax_ha_per_bohr": 0.0103, "homo_ev": -8.64, "relative_energy_kcal_mol": 100.9, "lumo_energy_ev": 0.7, "total_energy_ha": -340.6341, "total_charge": 0}

=====

No. 12
{"formula": "C4H6N2O", "method": "wB97M-V/def2-TZVPD", "elements": ["C", "O", "C", "C", "N", "C", "N", "H", "H", "H", "H", "H", "H"], "positions_angstrom": [[1.08769, -1.88762, 0.12792], [0.95680, -0.63363, 0.77503], [0.10401, 0.21215, 0.16674], [-0.54484, 0.24403, -1.03770], [-1.35057, 1.36518, -1.09811], [-1.18275, 1.98556, 0.03554], [-0.29988, 1.32718, 0.85051], [1.70102, -1.80384, -0.77758], [0.10095, -2.28493, -0.13847], [1.57433, -2.55426, 0.84131], [-0.48349, -0.45560, -1.85993], [-1.66677, 2.90521, 0.33758], [0.00350, 1.58057, 1.77714]], "lowdin_charge": [-0.08, -0.06, -0.36, -0.11, 0.04, -0.22, 0.12, 0.10, 0.10, 0.09, 0.10, 0.11, 0.16], "fmax_ha_per_bohr": 0.0055, "homo_ev": -8.23, "relative_energy_kcal_mol": 26.5, "lumo_energy_ev": 0.9, "total_energy_ha": -340.7527, "total_charge": 0}

=====

No. 13
{"formula": "C4H6N2O", "method": "wB97M-V/def2-TZVPD", "elements": ["N", "C", "C", "O", "C", "C", "N", "H", "H", "H", "H", "H", "H"], "positions_angstrom": [[2.00270, 0.67878, -0.21252], [0.67225, 0.31334, -0.02782], [0.24504, -1.03080, -0.31816], [0.95725, -1.99774, -0.57400], [-1.24066, -0.94088, 0.01932], [-1.58389, 0.46083, -0.00179], [-0.40959, 1.12690, 0.00716], [2.51150, -0.20440, -0.19431], [2.37442, 1.33471, 0.46075], [-0.67105, -1.15460, 1.03546], [-1.97617, -1.69144, -0.26466], [-2.53631, 0.96772, 0.02242], [-0.34548, 2.13758, 0.04813]], "lowdin_charge": [0.10, -0.31, -0.44, 0.01, -0.08, -0.13, 0.09, 0.09, 0.08, 0.20, 0.13, 0.10, 0.17], "fmax_ha_per_bohr": 0.0274, "homo_ev": -6.80, "relative_energy_kcal_mol": 64.8, "lumo_energy_ev": 0.6, "total_energy_ha": -340.6917, "total_charge": 0}

=====

No. 14
{"formula": "C4H6N2O", "method": "wB97M-V/def2-TZVPD", "elements": ["C", "C", "C", "N", "C", "N", "O", "H", "H", "H", "H", "H", "H"], "positions_angstrom": [[-2.10045, 0.49734, -0.12272], [-0.67089, 0.07738, -0.03568], [-0.25378, -1.17560, -0.28154], [1.07130, -1.45175, 0.13328], [1.48497, -0.25698, 0.17176], [2.62036, 0.35404, -0.19835], [0.38605, 0.82159, 0.39922], [-2.26644, 1.52136, -0.46339], [-2.58366, -0.18943, -0.83200], [-2.60168, 0.36430, 0.84185], [-0.76691, -1.91146, -0.86300], [2.44451, 1.33975, -0.24100], [3.28649, -0.04810, -0.84649]], "lowdin_charge": [-0.03, -0.37, -0.12, 0.13, -0.39, 0.17, 0.03, 0.08, 0.09, 0.08, 0.10, 0.10, 0.12], "fmax_ha_per_bohr": 0.0487, "homo_ev": -7.79, "relative_energy_kcal_mol": 48.7, "lumo_energy_ev": 0.9, "total_energy_ha": -340.7173, "total_charge": 0}

=====

No. 15
{"formula": "C4H6N2O", "method": "wB97M-V/def2-TZVPD", "elements": ["H", "N", "C", "O", "C", "C", "C", "N", "H", "H", "H", "H", "H"], "positions_angstrom": [[-3.22070, 0.85601, -1.10508], [-2.25785, 0.57080, -0.94011], [-2.10604, 0.04981, 0.19815], [-0.91966, -0.47552, 0.63172], [0.27008, -0.31916, -0.18849], [1.46043, -0.17096, 0.73295], [2.52935, 0.03075, -0.24465], [3.40672, 0.31818, -0.93620], [-2.88628, -0.07232, 0.96745], [0.04008, 0.43947, -0.92285], [0.92109, -1.04110, -0.91561], [1.45523, 0.59590, 1.51253], [1.65290, -1.14530, 1.19897]], "lowdin_charge": [0.06, 0.11, -0.29, -0.06, -0.20, -0.16, -0.26, 0.16, 0.14, 0.10, 0.17, 0.13, 0.13], "fmax_ha_per_bohr": 0.0697, "homo_ev": -10.52, "relative_energy_kcal_mol": 61.7, "lumo_energy_ev": 0.7, "total_energy_ha": -340.6966, "total_charge": 0}

=====

No. 16
{"formula": "C4H6N2O", "method": "wB97M-V/def2-TZVPD", "elements": ["C", "N", "C", "O", "N", "C", "C", "H", "H", "H", "H", "H", "H"], "positions_angstrom": [[0.79994, -1.54625, -0.41800], [1.29364, -0.40349, 0.31923], [0.64039, 0.78562, 0.43234], [0.94820, 1.64510, 1.23913], [-0.37883, 0.99846, -0.54645], [-1.75274, 0.51004, -0.21176], [-1.52736, 1.74141, 0.03439], [1.58903, -2.29931, -0.47444], [0.53029, -1.24795, -1.43398], [-0.07706, -2.00730, 0.05889], [2.00636, -0.54146, 1.01935], [-2.33419, -0.38452, -0.36126], [-1.73766, 2.74966, 0.34256]], "lowdin_charge": [-0.09, 0.02, -0.58, 0.05, 0.01, 0.00, 0.00, 0.08, 0.08, 0.08, 0.14, 0.10, 0.11], "fmax_ha_per_bohr": 0.0068, "homo_ev": -8.66, "relative_energy_kcal_mol": 86.3, "lumo_energy_ev": 0.9, "total_energy_ha": -340.6574, "total_charge": 0}

=====

No. 17
{"formula": "C4H6N2O", "method": "wB97M-V/def2-TZVPD", "elements": ["C", "C", "C", "C", "O", "N", "N", "H", "H", "H", "H", "H", "H"], "positions_angstrom": [[0.28418, 1.79679, -0.94722], [0.11261, 0.48215, -0.25414], [-0.69852, -0.60281, -0.51781], [-0.41928, -1.50372, 0.53564], [-0.99159, -2.71068, 0.73333], [0.48684, -1.04214, 1.37419], [0.79643, 0.17488, 0.87251], [1.29241, 1.90634, -1.36276], [0.10823, 2.62863, -0.25517], [-0.43438, 1.89087, -1.76379], [-1.39147, -0.72403, -1.33877], [-0.63863, -3.02359, 1.58037], [1.49317, 0.72732, 1.34364]], "lowdin_charge": [-0.03, -0.32, 0.03, -0.43, 0.06, 0.08, 0.00, 0.08, 0.08, 0.08, 0.11, 0.11, 0.15], "fmax_ha_per_bohr": 0.0066, "homo_ev": -8.73, "relative_energy_kcal_mol": 19.2, "lumo_energy_ev": 0.9, "total_energy_ha": -340.7643, "total_charge": 0}

=====

No. 18
{"formula": "C4H6N2O", "method": "wB97M-V/def2-TZVPD", "elements": ["C", "C", "O", "C", "N", "C", "N", "H", "H", "H", "H", "H", "H"], "positions_angstrom": [[-2.21910, 0.42870, 0.06270], [-0.73829, 0.44623, 0.35412], [-0.19915, 1.37280, 0.92671], [0.08043, -0.72619, -0.10613], [1.05548, -1.34101, 0.90755], [1.51341, -0.59568, 0.00587], [2.64992, -0.07599, -0.50822], [-2.64909, 1.40298, 0.30150], [-2.41218, 0.18140, -0.98731], [-2.70495, -0.34287, 0.67172], [-0.38458, -1.42927, -0.80050], [2.54870, 0.84102, -0.92078], [3.45939, -0.16213, 0.09277]], "lowdin_charge": [-0.02, -0.43, 0.07, -0.17, 0.21, -0.43, 0.16, 0.08, 0.08, 0.09, 0.12, 0.11, 0.11], "fmax_ha_per_bohr": 0.0101, "homo_ev": -9.48, "relative_energy_kcal_mol": 47.8, "lumo_energy_ev": 0.8, "total_energy_ha": -340.7187, "total_charge": 0}